The following is a DFT calculation (ωB97M-V/def2-TZVPD) of a 3-piece molecular cluster, C15H25ClF5O4S2 overall.

Summary:
E_tot ... -71918.823 eV
LUMO energy ... -4.84 eV
HOMO energy ... -11.77 eV
Maximum force ... 3.4 eV/Å
Charge ... +1
2S+1 ... 1

```
52
C15H25ClF5O4S2 | the Open Molecules 2025 dataset | ωB97M-V/def2-TZVPD
C -1.66800 2.45364 1.94998
C -2.54977 2.71966 0.98738
S -2.17723 1.90806 -0.54816
C -0.78739 2.82713 -1.35772
C 0.48297 1.93622 -1.20846
C 1.35273 1.87840 -2.46614
Cl 1.36370 2.51221 0.25696
S -3.86760 1.99609 -1.86472
O -4.98994 2.48661 -1.15286
O -3.58015 2.82530 -2.97357
C -4.09047 0.23415 -2.43395
F -4.05796 -0.51857 -1.34469
F -3.01850 -0.07174 -3.12932
C -5.41852 -0.02019 -3.19594
F -6.45024 0.22733 -2.46252
F -5.42981 -1.32142 -3.44669
F -5.43873 0.59529 -4.33667
H -1.13569 3.22725 2.49796
H -1.47556 1.38881 2.13225
H -3.41023 3.37392 1.12140
H -1.04551 3.09113 -2.38733
H -0.65365 3.71918 -0.73969
H 0.14450 0.91895 -0.99118
H 0.67918 1.87387 -3.33189
H 2.06954 2.69912 -2.52168
H 1.89194 0.91459 -2.47698
C -0.12695 -2.52427 4.11920
C -0.22918 -1.96824 5.53235
C -0.37053 -0.47748 5.27401
O -1.04648 -0.34135 4.01302
C -1.07936 -1.61759 3.35740
H -0.39133 -3.57752 4.04078
H 0.89166 -2.39899 3.74344
H -1.12986 -2.35142 6.01744
H 0.62507 -2.20949 6.16238
H 0.60757 0.00632 5.18801
H -0.94229 0.03183 6.04989
H -2.10654 -1.99407 3.40143
H -0.79762 -1.49729 2.30851
C 4.85277 -2.37765 -1.00081
C 5.45366 -2.04064 -2.35761
C 4.24899 -1.49782 -3.10805
O 3.39482 -0.88544 -2.12803
C 3.84713 -1.25327 -0.81648
H 5.58457 -2.42742 -0.19608
H 4.33546 -3.33883 -1.05183
H 6.20855 -1.25878 -2.24511
H 5.91611 -2.89021 -2.85705
H 3.68608 -2.30186 -3.59220
H 4.52163 -0.76105 -3.86441
H 4.31431 -0.37387 -0.36051
H 2.99214 -1.54861 -0.20545
```


The following is a DFT calculation (ωB97M-V/def2-TZVPD) of a 3-piece molecular cluster, C15H25ClN2O5 overall.

Summary:
E_tot ... -41697.361 eV
LUMO energy ... -1.00 eV
HOMO energy ... -9.25 eV
Maximum force ... 1.0 eV/Å
SMILES ... C#CCC1=C(Cl)C(=O)OC1=O.COC[C@@H](C)N.COC[C@@H](C)N
Charge ... 0
2S+1 ... 1

```
48
C15H25ClN2O5 | the Open Molecules 2025 dataset | ωB97M-V/def2-TZVPD
C 0.24975 -0.51713 5.31356
C -0.51938 0.23543 4.79412
C -1.48196 1.12082 4.16337
C -2.87791 0.70433 4.50993
C -3.45418 -0.47637 4.29553
Cl -2.87144 -1.85592 3.54680
C -4.84583 -0.42809 4.86313
O -5.57517 -1.34852 5.03286
O -5.08913 0.86335 5.21023
C -3.87802 1.56198 5.17082
O -3.75330 2.63966 5.65305
H 0.69017 -1.30719 5.86773
H -1.31860 2.13918 4.50479
H -1.35995 1.09597 3.08307
C 2.13239 -2.12100 2.75103
O 1.32131 -1.07146 2.26009
C 1.72222 -0.54094 1.00967
C 1.25504 -1.34021 -0.21227
C 2.04557 -2.62341 -0.45229
N -0.17541 -1.66484 -0.14436
H 3.18199 -1.98385 2.47622
H 1.77969 -3.09011 2.38933
H 2.05416 -2.12244 3.83796
H 1.26272 0.45018 0.95718
H 2.80947 -0.38957 0.99181
H 1.40527 -0.69920 -1.08241
H 1.75981 -3.41924 0.23557
H 1.86097 -2.99227 -1.46132
H 3.11866 -2.45050 -0.34962
H -0.70945 -0.80105 -0.09572
H -0.35048 -2.11481 0.75056
C -0.37096 3.00442 -5.68074
O -0.92621 1.89989 -4.99177
C -0.23073 0.67804 -5.13996
C 0.97580 0.50738 -4.20697
C 2.20150 1.31360 -4.62524
N 0.64687 0.82881 -2.81436
H 0.07631 2.70029 -6.63132
H 0.37596 3.52209 -5.07424
H -1.18111 3.70384 -5.88512
H -0.95896 -0.09930 -4.89523
H 0.05765 0.52980 -6.18901
H 1.25312 -0.55031 -4.24513
H 2.09951 2.36980 -4.37811
H 3.08583 0.94717 -4.10434
H 2.38404 1.22827 -5.69809
H -0.09967 0.21069 -2.50436
H 0.22204 1.75271 -2.80644
```


The following is a DFT calculation (ωB97M-V/def2-TZVPD) of C15H25F9NO3P2Tc as an isolated structure.

Summary:
E_tot ... -68820.599 eV
LUMO energy (alpha / beta) ... -2.67 / -4.54 eV
HOMO energy (alpha / beta) ... -11.48 / -12.05 eV
Maximum force ... 2.7 eV/Å
<S²> ... 3.76
Charge ... +1
2S+1 ... 4

```
56
C15H25F9NO3P2Tc | the Open Molecules 2025 dataset | ωB97M-V/def2-TZVPD
C 0.94006 -1.21388 -4.06553
C 0.95395 -0.82394 -2.70290
N -0.17604 -0.78495 -1.94659
C -1.34893 -1.08350 -2.54175
C -1.41273 -1.43783 -3.88154
C -0.28431 -1.53911 -4.63105
C 2.19543 -0.27449 -2.09026
P 2.10949 -0.14933 -0.30837
Tc -0.11106 -0.26701 0.22998
P -2.35580 -0.07709 -0.14595
C -2.60358 -0.96796 -1.70722
O 2.15909 2.17302 -2.79065
O -0.20193 2.15783 -1.99966
H 1.89083 -1.21877 -4.62216
H -2.43723 -1.60923 -4.29525
H -0.32115 -1.85273 -5.68656
C 2.95461 -1.60287 0.35519
C 3.19001 1.22646 0.18680
H -3.37463 -0.45233 -2.29383
H -3.00133 -1.97089 -1.48759
H 2.29896 0.89503 -2.40222
H 3.08644 -0.73290 -2.48320
C -3.46903 -0.94575 1.00698
C -3.19961 1.50723 -0.33320
H -0.03552 1.65218 -1.19497
H -0.25309 3.04337 -1.62750
H 1.12307 2.18358 -2.58955
H 2.43607 2.01771 -3.70730
H -0.44455 -1.82655 0.50230
H -0.71259 1.30601 0.40056
H 3.99880 -1.63926 0.01821
H 2.92514 -1.52282 1.45018
H 2.45023 -2.50658 -0.00268
H 4.25797 0.95063 0.10328
H 3.03284 2.11450 -0.44959
H 2.97017 1.47958 1.23957
H -4.23238 1.35158 -0.66341
H -3.20163 2.02288 0.63693
H -2.67551 2.11410 -1.08401
H -4.50474 -0.84599 0.66105
H -3.19095 -2.00191 1.07125
H -3.36954 -0.49571 1.99791
F -0.82299 2.28874 3.27016
C -0.98110 1.11151 3.92138
F -0.94075 1.30820 5.26116
F -2.21926 0.63905 3.58914
C 0.13362 0.10398 3.42810
O 0.19009 0.06994 2.06366
C 1.53655 0.60258 3.93944
F 1.62703 0.63364 5.29148
F 2.52067 -0.20716 3.44905
F 1.77228 1.84568 3.44155
C -0.15256 -1.35266 3.95483
F -0.20409 -1.40454 5.31397
F -1.33245 -1.79543 3.43940
F 0.81766 -2.19581 3.51102
```


The following is a DFT calculation (ωB97M-V/def2-TZVPD) of a 4-piece molecular cluster, C15H25F9NO7PS overall.

Summary:
E_tot ... -76364.994 eV
LUMO energy ... 0.35 eV
HOMO energy ... -8.71 eV
Maximum force ... 0.4 eV/Å
SMILES ... CO[C@@H](CN)[PH2]=S.CCOC(=O)C(F)(F)F.CCOC(=O)C(F)(F)F.CCOC(=O)C(F)(F)F
Charge ... 0
2S+1 ... 1

```
59
C15H25F9NO7PS | the Open Molecules 2025 dataset | ωB97M-V/def2-TZVPD
C -1.15328 5.82186 -2.70956
O -1.20694 4.88962 -1.63120
C -1.82583 3.66062 -1.88074
C -3.15671 3.70426 -2.63890
N -2.99799 3.74971 -4.09131
P -0.60407 2.47319 -2.66099
S 0.95682 3.17904 -3.57889
H -0.92315 5.33282 -3.65295
H -0.36025 6.52196 -2.46422
H -2.09841 6.36573 -2.79052
H -2.02548 3.23693 -0.89212
H -3.76165 2.85646 -2.30292
H -3.67806 4.60368 -2.30838
H -3.10139 2.83501 -4.50852
H -3.68125 4.35361 -4.52454
H -1.40668 1.59728 -3.41056
H -0.27058 1.65257 -1.57094
C 1.66039 1.27158 1.31786
C 0.80390 0.86457 2.49134
O -0.44911 0.28467 2.03514
C -0.42802 -1.00648 1.76415
O 0.47899 -1.77434 1.88892
C -1.82306 -1.45575 1.26266
F -2.30878 -0.61161 0.34688
F -2.68517 -1.49727 2.29126
F -1.75243 -2.66867 0.72432
H 1.12753 1.97457 0.67676
H 2.56824 1.75827 1.67244
H 1.94952 0.40317 0.72570
H 0.50078 1.72192 3.08721
H 1.30671 0.14311 3.13247
C -1.48278 -5.25611 2.75999
C -2.77164 -4.90809 3.46600
O -3.84252 -5.79996 3.06430
C -3.88904 -6.96656 3.68072
O -3.16202 -7.37297 4.53762
C -5.10023 -7.78089 3.16269
F -5.18843 -7.73924 1.82941
F -6.23301 -7.27250 3.67196
F -5.00274 -9.05083 3.54025
H -1.62217 -5.23921 1.67963
H -0.71518 -4.52516 3.01605
H -1.12996 -6.24384 3.05391
H -3.12991 -3.92068 3.18704
H -2.66648 -4.95739 4.54891
C 6.30328 2.81904 -2.87349
C 5.17069 1.81957 -2.85436
O 5.35883 0.84122 -1.79637
C 4.98075 1.21388 -0.59051
O 4.51625 2.26451 -0.25785
C 5.17860 0.04170 0.40231
F 6.37074 -0.53958 0.25276
F 4.23100 -0.88640 0.19678
F 5.07322 0.47380 1.65730
H 7.26268 2.31193 -2.97682
H 6.17470 3.49277 -3.72062
H 6.31429 3.41469 -1.96187
H 5.14177 1.22311 -3.76240
H 4.20468 2.30101 -2.71325
```